Model i:
A single C6H16N2O molecule, computed with wB97M-V/def2-TZVPD.

The SMILES is C[C@@H]([O-])[NH2+]C(C)(C)CN. Its multiplicity is 1. The calculation puts the HOMO-LUMO gap at 9.400 eV.

Atoms and positions in Å:
H -0.601 -0.991 -1.843
H -0.079 -2.056 -0.528
C 2.043 -0.135 0.248
H 2.569 -0.798 -1.767
H -1.424 1.938 0.334
O 2.405 0.714 1.248
H -1.793 -1.652 -0.717
H 3.932 -0.570 -0.647
H 1.797 -1.161 0.571
C -0.618 -0.049 0.115
H -1.682 -0.952 1.761
H 0.748 1.011 -1.034
H -3.281 0.597 0.980
H 0.070 -1.120 1.883
N -3.035 0.552 -0.002
C -0.779 -1.265 -0.800
H -3.706 1.115 -0.509
C 2.967 -0.172 -0.964
C -0.732 -0.445 1.590
H -0.673 0.434 2.234
N 0.705 0.599 -0.103
C -1.673 1.028 -0.230
H 3.138 0.840 -1.338
H 1.280 1.265 0.812
H -1.580 1.271 -1.293

Model ii:
2 unconnected molecules or ions with the total composition C6H16N2O, computed with wB97M-V/def2-TZVPD.

The SMILES is [H]/N=C(\C)O.CC[C@H](C)N. Its multiplicity is 1. The calculation puts the HOMO-LUMO gap at 8.910 eV.

Atoms and positions in Å:
H -1.240 1.060 0.419
H -1.887 1.358 -1.140
H -0.423 -2.233 -1.841
H 2.144 1.475 -0.379
C 1.266 2.101 -0.521
C 0.509 -0.372 -1.209
N -1.114 1.646 -0.549
H -1.478 -1.185 -0.883
H -1.133 -0.782 -2.552
H 1.125 -2.310 1.724
C -0.079 -0.554 1.794
H 1.009 -0.796 -0.343
H -0.526 -2.527 1.104
H 1.270 -0.368 -1.992
H 1.551 2.946 -1.146
C -0.693 -1.194 -1.643
H 0.055 1.536 -2.237
O 1.054 0.116 2.046
C 0.112 1.332 -1.164
H 0.877 1.067 2.020
C 0.081 -2.042 1.865
H -0.241 -2.392 2.846
H -2.007 -0.488 1.649
N -1.181 0.095 1.693
H 0.948 2.511 0.436

Most stable structure among those shown: model ii. Next: +11.9 kcal/mol.